[1]
{
  "formula": "C33H57MgN3O4Si",
  "method": "ωB97M-V/def2-TZVPD",
  "elements": ["O", "O", "C", "C", "H", "H", "H", "H", "H", "C", "C", "H", "H", "H", "H", "H", "C", "C", "C", "H", "H", "H", "H", "H", "C", "H", "H", "H", "H", "H", "H", "N", "C", "C", "C", "C", "H", "H", "H", "C", "H", "H", "H", "N", "C", "C", "C", "C", "H", "C", "H", "C", "H", "C", "C", "C", "C", "C", "C", "H", "C", "H", "C", "H", "C", "C", "Mg", "H", "H", "H", "H", "H", "H", "H", "H", "H", "H", "H", "H", "H", "C", "Si", "H", "H", "C", "C", "C", "H", "H", "H", "H", "H", "H", "H", "H", "H", "O", "N", "O"],
  "coordinates": [[-0.531187, -0.272078, -3.315385], [0.236893, -2.149576, -1.984627], [-1.488706, 0.156159, -4.294869], [-1.753439, 1.662451, -4.287501], [-2.430895, -0.394571, -4.061642], [-1.157411, -0.190946, -5.293011], [-1.919334, 2.035158, -3.258011], [-2.660668, 1.868382, -4.857968], [-0.908600, 2.202114, -4.754501], [0.735193, 0.423231, -3.298310], [1.586962, 0.034605, -4.472692], [1.204601, 0.157040, -2.347376], [0.532110, 1.507543, -3.276971], [1.984541, -0.993530, -4.340583], [2.463328, 0.696989, -4.547460], [1.014930, 0.069882, -5.406549], [1.364596, -2.821644, -1.332088], [-0.477279, -2.979500, -2.960179], [2.632741, -2.215071, -1.861115], [1.319975, -3.914419, -1.546450], [1.205682, -2.668825, -0.264882], [2.768112, -2.461480, -2.923012], [3.489409, -2.624713, -1.310690], [2.628832, -1.118398, -1.742637], [0.379723, -3.270991, -4.164727], [-1.369924, -2.420724, -3.227013], [-0.743624, -3.914476, -2.430990], [0.573726, -2.350292, -4.730048], [-0.204044, -3.939107, -4.814446], [1.321354, -3.784880, -3.920216], [-0.230252, -1.238711, -1.546371], [0.037723, 2.452343, 1.313419], [0.452653, 3.050280, 2.438047], [0.909930, 2.376764, 3.579251], [1.164581, 1.005822, 3.749092], [0.478394, 4.553861, 2.481728], [-0.436219, 4.991689, 2.061355], [1.349301, 4.953738, 1.943453], [0.554676, 4.859691, 3.533308], [2.038672, 0.575560, 4.897455], [2.852400, -0.081035, 4.565245], [1.457974, 0.036649, 5.660929], [2.486311, 1.463617, 5.357162], [0.629087, 0.074761, 2.949694], [0.132674, 3.118262, 0.070163], [-1.005333, 3.689917, -0.554116], [-2.353358, 3.627863, 0.081774], [-0.863843, 4.334641, -1.777094], [-1.757736, 4.786099, -2.228386], [0.381654, 4.430694, -2.398674], [0.468256, 4.953984, -3.355886], [1.496063, 3.852124, -1.784706], [2.480463, 3.907274, -2.272205], [1.394540, 3.207349, -0.564001], [2.589677, 2.606664, 0.114317], [0.876455, -1.307179, 3.122970], [0.021913, -2.079701, 3.944292], [-1.020958, -1.433407, 4.809080], [0.173654, -3.468050, 3.944739], [-0.497838, -4.063561, 4.563629], [1.159755, -4.068029, 3.161006], [1.256387, -5.149405, 3.162593], [2.043682, -3.297030, 2.388940], [2.823375, -3.764624, 1.787137], [1.927403, -1.901592, 2.390209], [2.843514, -1.041608, 1.572783], [-0.855427, 0.585974, 1.599802], [-2.978374, 2.832250, -0.371856], [-2.888101, 4.581117, -0.072277], [-2.305105, 3.446032, 1.169449], [2.318725, 1.689152, 0.654283], [3.030456, 3.294984, 0.856739], [3.368722, 2.357250, -0.620954], [-1.777143, -2.188317, 5.073531], [-1.539818, -0.593217, 4.318506], [-0.600116, -1.048304, 5.754196], [3.212495, -0.171895, 2.137415], [2.327396, -0.655952, 0.680105], [3.720180, -1.606872, 1.224209], [1.185755, 3.016427, 4.421243], [-0.807899, -0.425380, -0.389026], [-2.204911, -1.665544, 0.030949], [0.084776, -0.252431, 0.313137], [-1.100308, 0.525277, -0.943040], [-3.402932, -1.701594, -1.400677], [-3.326971, -1.307481, 1.485812], [-1.541197, -3.383013, 0.426108], [-2.225505, -3.870453, 1.141732], [-0.556265, -3.375040, 0.901818], [-1.493047, -4.060247, -0.443317], [-4.192204, -0.947760, -1.213064], [-3.897564, -2.685662, -1.458566], [-2.953683, -1.476959, -2.376107], [-3.632467, -0.259970, 1.529537], [-2.905162, -1.606424, 2.455301], [-4.241901, -1.910463, 1.328835], [-2.940061, 2.921230, 3.957066], [-2.611746, 2.442132, 2.880180], [-2.383821, 1.157107, 2.812550]],
  "atomic_forces_ev_per_a": [[-0.17, 0.71, -0.63], [1.08, -2.97, -1.63], [-0.03, -0.17, 0.14], [0.24, -0.09, 0.10], [0.72, 0.35, -0.07], [-0.20, 0.24, 0.21], [0.23, -0.18, -0.48], [0.08, 0.02, -0.08], [-0.49, -0.06, 0.31], [-1.12, 0.45, -0.04], [0.86, -0.48, -0.10], [-0.16, 0.15, -0.15], [0.25, -0.32, 0.08], [-0.27, 0.66, -0.19], [-0.32, -0.10, -0.09], [0.22, 0.10, 0.09], [-0.54, 0.08, -0.13], [0.32, -0.24, 0.59], [0.60, 0.10, 0.04], [-0.22, 0.80, 0.15], [0.19, 0.00, 0.03], [-0.01, 0.15, 0.33], [-0.11, 0.14, -0.09], [0.09, -0.52, 0.00], [-0.26, -0.09, -0.54], [0.13, -0.15, 0.09], [-0.03, 0.47, -0.27], [0.02, -0.39, 0.23], [0.21, 0.09, 0.09], [-0.33, 0.20, -0.06], [-0.93, 1.07, 2.32], [0.34, -0.50, 0.54], [-0.26, -0.21, -1.05], [0.13, 0.20, 0.44], [-0.79, -0.82, -0.65], [0.17, 0.32, 0.46], [0.25, -0.20, -0.02], [-0.23, -0.06, 0.03], [0.01, 0.09, -0.34], [0.13, 0.27, 0.31], [-0.23, 0.05, -0.01], [0.15, 0.10, -0.25], [-0.09, -0.27, 0.00], [0.16, 0.62, 0.25], [-0.32, 0.85, -0.40], [0.58, -0.36, 0.16], [-0.58, 0.16, 0.35], [0.28, 0.16, -0.32], [0.44, -0.16, 0.11], [-0.15, -0.07, 0.01], [0.07, -0.21, 0.34], [0.19, 0.29, -0.64], [-0.44, 0.02, 0.21], [-0.63, -0.19, 0.48], [0.44, -0.19, 0.03], [0.29, -0.33, 0.27], [0.43, 0.10, -0.36], [-0.53, 0.04, 0.13], [0.36, 0.19, -0.31], [0.21, 0.03, -0.18], [0.21, 0.05, -0.11], [-0.01, 0.09, -0.02], [-0.51, 0.20, 0.51], [-0.14, 0.01, 0.20], [-0.54, -0.43, 0.10], [0.36, 0.15, -0.22], [-0.77, 1.55, 1.21], [0.24, 0.24, 0.22], [0.14, -0.35, -0.03], [-0.05, 0.03, -0.72], [0.04, 0.27, -0.11], [-0.14, -0.23, -0.22], [-0.14, 0.14, 0.19], [0.18, 0.28, 0.02], [0.25, -0.23, 0.17], [-0.07, -0.11, -0.36], [-0.18, -0.23, -0.19], [0.11, 0.04, 0.21], [-0.25, 0.07, 0.12], [0.00, -0.24, -0.34], [0.03, 0.36, 0.11], [0.47, 0.39, 0.11], [-0.39, -0.78, -1.76], [0.36, -0.97, 0.92], [-0.39, 0.16, -0.43], [-0.30, -0.10, 0.09], [-0.03, -0.54, -0.15], [0.18, 0.23, -0.21], [-0.03, 0.05, 0.04], [0.07, 0.27, 0.22], [0.33, -0.31, -0.14], [0.13, 0.30, 0.01], [-0.16, -0.07, 0.26], [-0.03, -0.14, 0.16], [-0.09, 0.21, -0.12], [0.36, 0.12, 0.08], [0.37, -1.48, -1.06], [-0.19, 0.80, 0.86], [0.12, 0.32, 0.53]],
  "largest_force_ev_per_a": 3.56,
  "e_above_lowest_kj_mol": 0.00,
  "orbital_gap_ev": 7.7,
  "total_energy_ev": -61127.1966
}

[2]
{
  "formula": "C2H3N3O",
  "method": "ωB97M-V/def2-TZVPD",
  "elements": ["O", "C", "N", "N", "N", "C", "H", "H", "H"],
  "coordinates": [[1.657417, 1.426302, 0.188696], [0.669587, 0.569657, 0.078638], [-0.612516, 0.767159, 0.363484], [-1.732840, -1.252721, -0.124807], [-0.647394, -0.722851, -0.119669], [0.640170, -0.789474, -0.359765], [1.296046, 2.263336, 0.523403], [-2.501486, -0.672636, 0.196024], [1.229151, -1.594099, -0.744691]],
  "atomic_forces_ev_per_a": [[0.11, 0.19, 0.04], [0.05, 1.01, 0.33], [1.68, -1.08, -0.61], [-0.91, -3.20, -0.91], [-2.90, 2.98, 1.41], [1.17, -0.34, -0.30], [0.08, -0.10, -0.05], [0.58, 0.60, 0.11], [0.14, -0.07, -0.04]],
  "largest_force_ev_per_a": 4.39,
  "e_above_lowest_kj_mol": 465.62,
  "orbital_gap_ev": 9.1,
  "total_energy_ev": -8635.6687
}

[3]
{
  "formula": "C16H28HfN6",
  "method": "ωB97M-V/def2-TZVPD",
  "elements": ["Hf", "C", "C", "N", "C", "C", "N", "C", "C", "C", "N", "C", "C", "N", "C", "H", "H", "H", "H", "H", "H", "H", "H", "H", "H", "H", "H", "H", "H", "H", "H", "H", "H", "H", "H", "H", "H", "H", "H", "N", "C", "C", "C", "C", "C", "N", "C", "H", "H", "H", "H"],
  "coordinates": [[-0.028078, 0.046057, -0.138459], [-3.509093, 0.052497, -1.599189], [-3.209476, 0.637825, -0.225894], [-1.877106, 1.340412, -0.113378], [-1.868972, 2.257372, 1.048358], [-0.893584, 1.840616, 2.152930], [-0.285126, 0.489569, 2.039889], [0.910240, 0.263213, 2.847582], [1.556621, -1.115726, 2.671304], [0.751883, -2.168588, 1.926903], [0.857449, -1.840880, 0.407665], [0.288327, -2.954425, -0.372179], [-0.683580, -2.487118, -1.423870], [-1.525522, -1.336913, -1.028011], [-2.352900, -0.795201, -2.138484], [-3.620343, 0.943820, -2.204242], [-4.520244, -0.421361, -1.666175], [-3.125944, -0.166310, 0.583430], [-3.965468, 1.365130, 0.012194], [-1.786597, 1.785030, -1.043740], [-2.863574, 2.319277, 1.535765], [-1.556762, 3.231961, 0.694385], [-1.370480, 1.985686, 3.161774], [-0.096930, 2.628038, 2.182946], [-0.947571, -0.201265, 2.340600], [0.556110, 0.395582, 3.861327], [1.600643, 1.070272, 2.630312], [1.689331, -1.500846, 3.711261], [2.623611, -1.085980, 2.275756], [-0.286289, -2.196407, 2.219197], [1.169468, -3.183220, 2.142170], [1.911026, -1.759059, 0.284383], [-0.303122, -3.592804, 0.376763], [1.080817, -3.508893, -0.800193], [-1.326876, -3.401307, -1.530989], [-0.244066, -2.380614, -2.459836], [-2.224420, -1.676114, -0.345853], [-2.633531, -1.659829, -2.814343], [-1.720765, -0.133251, -2.676482], [4.714965, 3.732472, 0.319184], [3.914210, 3.046823, -0.198772], [3.106805, 2.148893, -0.952934], [3.809221, 1.220460, -1.760003], [3.107719, 0.258181, -2.510187], [1.705823, 0.256200, -2.475299], [1.017823, 1.057251, -1.600794], [1.688777, 2.045518, -0.927823], [4.899669, 1.260242, -1.786106], [3.640457, -0.544456, -3.014440], [1.123161, -0.344059, -3.216718], [1.102261, 2.776231, -0.401686]],
  "atomic_forces_ev_per_a": [[-2.04, 0.28, 0.49], [-0.37, 0.22, 0.07], [0.08, -2.01, 1.39], [-0.08, -0.92, -1.34], [-0.38, 0.30, 0.59], [0.67, 1.79, 1.78], [-0.36, 0.34, -2.40], [0.64, 0.39, 0.68], [1.07, -0.78, 1.09], [1.34, 0.17, 0.00], [1.67, -0.33, 1.70], [-1.60, -0.51, 1.40], [-0.52, -2.36, -1.98], [0.22, -0.49, 1.14], [-0.82, -0.79, -0.73], [-0.03, 0.04, -0.74], [0.91, 0.11, 0.48], [-0.83, 1.11, -0.74], [-0.44, 0.04, 0.34], [-0.05, 0.79, 0.69], [0.36, 0.08, -0.86], [-0.34, 0.33, 0.07], [0.31, -0.44, -0.88], [-0.10, -1.02, -0.03], [-0.89, -0.38, 0.39], [0.38, 0.03, 0.50], [0.24, 0.15, 0.10], [0.06, 0.12, -0.74], [-1.25, 0.17, 0.32], [-0.52, -0.07, -0.09], [-0.25, 0.73, -0.52], [-1.30, -0.39, -0.10], [1.10, 0.66, -1.11], [0.59, -0.95, -0.45], [0.17, 0.89, -0.40], [-0.33, 0.46, 1.12], [0.48, -0.07, -0.06], [0.05, 1.12, 0.71], [0.77, 0.43, -1.00], [-2.01, -1.62, -1.06], [1.56, 2.04, 1.10], [-0.74, -0.72, -0.60], [-0.40, -0.50, -0.24], [-0.34, 0.34, 0.63], [0.41, -0.42, -0.41], [1.35, 1.13, -1.44], [1.78, -0.30, 0.13], [-0.18, -0.07, 0.03], [-0.05, 0.42, -0.48], [0.37, 0.23, 1.01], [-0.34, 0.23, 0.44]],
  "largest_force_ev_per_a": 3.12,
  "e_above_lowest_kj_mol": 135.68,
  "orbital_gap_ev": 7.8,
  "charge": 4,
  "total_energy_ev": -27249.3474
}

[4]
{
  "formula": "C6H11O4",
  "method": "ωB97M-V/def2-TZVPD",
  "elements": ["C", "C", "C", "C", "C", "C", "O", "O", "O", "O", "H", "H", "H", "H", "H", "H", "H", "H", "H", "H", "H"],
  "coordinates": [[0.930964, 1.132748, 1.001288], [0.793926, 2.418388, 0.390064], [0.387217, -2.506839, 0.144452], [-0.006113, -1.281967, 0.963720], [-0.929366, 0.449841, -0.591171], [-0.761157, 1.769414, -1.335103], [1.474862, 0.804639, 1.994456], [-0.463015, -2.650831, -0.956387], [0.268002, -0.004800, 0.278701], [-0.393284, 2.738630, -0.368893], [0.696271, 3.054508, 1.204202], [1.752441, 2.742918, -0.049197], [0.312151, -3.440930, 0.808890], [1.345046, -2.566026, -0.132761], [0.654154, -1.277473, 1.849101], [-1.118596, -1.299512, 1.138401], [-1.049971, -0.387821, -1.373335], [-1.748492, 0.257939, 0.188925], [-1.734766, 2.052168, -1.748904], [-0.069534, 1.581245, -2.220191], [-0.340739, -3.586239, -1.186257]],
  "atomic_forces_ev_per_a": [[0.40, -3.27, 2.06], [-0.88, 1.91, -2.30], [-3.45, -0.84, 2.19], [0.14, -1.25, 0.58], [-1.73, -3.07, -0.65], [0.81, -1.12, 0.66], [-0.09, 0.71, -0.79], [-0.09, -0.70, -0.34], [-0.50, 1.37, -1.91], [1.22, -0.42, -0.27], [-0.04, 1.31, 1.77], [-0.28, -0.43, -0.47], [-0.34, 1.48, -0.23], [4.03, 0.62, -1.14], [-0.82, 0.24, -0.16], [1.28, 0.05, 0.26], [0.34, 1.10, 1.35], [0.75, 1.26, -1.44], [0.13, -0.06, 0.19], [-0.37, 0.69, 1.21], [-0.51, 0.43, -0.56]],
  "largest_force_ev_per_a": 4.23,
  "e_above_lowest_kj_mol": 0.00,
  "orbital_gap_ev": 11.1,
  "charge": 1,
  "total_energy_ev": -14580.2073
}